C23H15Cl2F6N5O2SSbSe2Te2Ti as an isolated structure at a distorted geometry, computed with wB97M-V/def2-TZVPD.

Structure (XYZ):
```
60
Properties=species:S:1:pos:R:3:forces:R:3:lowdin_spin:R:1
Ti 0.1026 0.9873 0.3264 -1.0299 -2.5505 -0.1452 1.316
Cl 6.8115 0.0348 1.1477 -0.0938 -0.0146 0.0056 0.001
C 5.1574 -0.1632 0.6165 0.0292 -0.0758 -0.0233 0.001
C 4.2424 0.8412 0.8990 0.0151 0.0011 -0.0117 -0.002
C 2.9232 0.7222 0.4847 -0.0109 0.0460 -0.0774 0.004
N 1.9039 1.6225 0.7766 0.8481 0.1687 0.7237 0.001
C 2.0066 2.8613 1.3403 0.3575 -0.2895 -0.1728 0.032
O 3.0226 3.5315 1.5082 -0.1065 -0.0428 0.1195 0.053
C 0.6530 3.3347 1.7779 0.0163 -0.1337 0.1942 0.121
C 0.4997 4.5275 2.4591 0.0792 0.0722 -0.0958 -0.005
C -0.7297 4.8666 2.9927 -0.0306 0.0717 0.0065 0.129
C -1.7900 3.9650 2.8265 -0.0010 0.1067 0.0465 0.009
C -1.5931 2.8113 2.1192 0.3400 0.0635 -0.0767 0.093
N -0.3925 2.4691 1.5625 -0.1219 1.2090 1.0200 0.069
C 2.5145 -0.4085 -0.2824 0.1964 -0.0801 -0.2955 0.004
C 3.4498 -1.4132 -0.5362 0.0709 0.2256 0.2603 0.001
C 4.7575 -1.2915 -0.0781 -0.0381 0.0870 -0.0302 -0.001
Cl 5.8809 -2.5898 -0.4215 -0.0639 0.0785 0.0065 0.000
N 1.2166 -0.3394 -0.8460 0.2673 -1.3773 -0.6635 0.016
C 0.7234 -1.4239 -1.5182 0.5288 0.0098 0.4859 0.007
O 1.0853 -2.6010 -1.3786 -0.0059 0.1583 -0.0581 0.006
C -0.3559 -1.2273 -2.5830 0.1668 -0.0459 0.1662 0.001
C -1.0274 -2.3581 -3.0502 -0.0020 -0.0876 0.0674 0.001
C -1.9819 -2.2055 -4.0398 0.0616 -0.0592 0.0530 0.000
C -2.2198 -0.9394 -4.5523 -0.0350 0.2246 -0.0466 0.001
C -1.4698 0.1200 -4.0535 -0.0250 -0.0045 0.0612 0.000
N -0.5621 -0.0277 -3.0926 -0.0699 0.3936 -0.0340 0.004
H 4.5469 1.7261 1.4348 0.0002 0.0197 0.0388 0.000
H 1.3725 5.1630 2.5441 -0.0180 -0.0574 0.0625 -0.003
H -0.8705 5.8021 3.5230 0.0112 -0.0771 -0.0279 0.010
H -2.7736 4.1749 3.2323 0.0752 -0.0387 -0.0242 -0.002
H -2.4039 2.1232 1.9530 -0.1124 -0.1965 -0.0325 0.005
H 3.1599 -2.2929 -1.0808 0.0085 -0.0487 -0.0227 0.000
H -0.7845 -3.3204 -2.6195 0.0007 0.0539 -0.0394 0.000
H -2.5332 -3.0658 -4.4057 0.0182 0.0018 -0.0209 0.000
H -2.9612 -0.7607 -5.3248 0.0746 -0.0449 0.0595 0.000
H -1.6012 1.1322 -4.4257 -0.0002 -0.0212 0.0097 0.001
Se -1.7050 2.7484 -1.1576 -1.7006 1.2397 -0.6633 0.308
Te -2.9324 4.1369 -2.8247 0.2462 -0.2527 0.0958 0.380
Te 1.0994 3.6467 -3.6914 -0.0544 -0.2561 -0.0565 0.162
Se 0.5248 2.6411 -1.5018 0.6859 1.9481 -1.5497 0.208
S -2.2379 0.0035 -0.0067 -0.9869 -0.3226 -0.0714 0.031
C -2.4318 -1.6651 -0.1825 0.7131 0.2419 0.6547 0.008
N -3.4593 -2.0822 -0.9537 -0.0660 0.2949 -0.1639 0.002
C -3.6619 -3.3595 -1.3114 -0.2287 -0.6135 -0.1316 0.000
C -2.8737 -4.3425 -0.8085 -0.1072 -0.2328 -0.0595 0.001
C -1.8430 -3.9857 0.0907 -0.0697 -0.3244 -0.1010 0.001
C -1.6144 -2.6847 0.3866 0.1201 0.3706 0.1286 0.001
H -4.0011 -1.3384 -1.3780 0.0289 -0.0012 0.0090 0.001
H -4.4685 -3.5327 -2.0107 0.0244 -0.0218 0.0446 0.000
H -3.0273 -5.3695 -1.1089 -0.0519 0.0435 0.0269 0.000
H -1.2192 -4.7535 0.5358 -0.0149 0.0733 -0.0923 0.000
H -0.8053 -2.3996 1.0469 -0.1229 0.1040 -0.1059 0.000
F 0.1284 -0.5929 1.8082 0.3850 0.1879 0.4339 0.020
Sb 0.7033 -0.5746 3.6936 -0.2532 0.0951 0.1567 0.002
F 1.3969 1.1563 3.6107 0.1517 0.2623 -0.1486 0.003
F 2.3286 -1.3007 3.1316 0.1850 -0.1843 -0.0727 0.001
F 1.1912 -0.6252 5.5136 -0.0408 -0.1743 0.1511 0.000
F -0.0839 -2.2823 3.8333 0.0007 -0.2955 -0.0897 0.000
F -0.9877 0.1681 4.0494 -0.2444 0.0718 0.1163 0.001
```
Positions in Å, forces in eV/Å.

For the frontier orbital gap (alpha / beta), the calculation gives 0.156 / 0.174 hartree. As for the net charge: -2. As for the multiplicity: 4. The LUMO energy (alpha / beta) comes out at 0.1281 / 0.1118 Ha. For the HOMO energy (alpha / beta), the calculation gives -0.0279 / -0.0618 Ha.